[1]
Computed, not measured: a molecular structure, C6H15N3 at a distorted geometry, with ωB97M-V/def2-TZVPD.

XYZ file:
```
24
Properties=species:S:1:pos:R:3:forces:R:3
C 0.99328 -0.38038 0.30594 0.10 1.42 -0.48
C -1.57303 -0.58801 -0.25534 -0.67 0.29 0.31
C 0.93991 1.25233 -0.72645 0.34 -1.14 0.57
C -1.48991 1.80283 -0.19879 -0.44 -0.05 0.06
C 0.73727 -0.14678 1.77072 0.00 0.04 -0.02
C 1.16755 -1.81836 -0.11057 -0.27 0.02 -0.14
N 2.02398 0.45733 -0.27166 0.61 -0.18 0.04
N -1.84431 0.59042 0.31369 0.67 -0.49 -0.36
N -1.59555 -0.71872 -1.64127 0.15 0.16 0.04
H 2.64827 0.89961 0.39782 -0.15 -0.01 -0.07
H -1.92821 0.54859 1.31834 -0.02 -0.02 -0.05
H -1.82299 -1.46949 0.31610 0.00 0.00 0.03
H -1.24837 -1.61884 -1.94279 -0.03 0.04 0.05
H -1.07637 0.01413 -2.10929 0.03 0.03 0.03
H 0.71298 1.12535 -1.77948 -0.02 -0.05 0.02
H 0.92151 2.28750 -0.40478 -0.21 -0.17 0.13
H -1.64919 1.96116 -1.25450 0.01 -0.07 -0.07
H -1.66441 2.64813 0.44910 -0.04 -0.01 0.05
H 0.43984 0.88667 1.96443 0.00 -0.01 -0.01
H -0.03872 -0.80959 2.16293 -0.01 0.02 -0.04
H 1.64656 -0.34397 2.36004 -0.02 0.00 -0.07
H 0.41336 -2.47814 0.32415 -0.05 0.04 -0.01
H 2.15500 -2.18246 0.20938 -0.02 0.15 -0.02
H 1.13156 -1.91933 -1.19771 0.02 0.00 0.02
```
Positions in Å, forces in eV/Å.

Calculated values
**Orbital gap (alpha / beta)**: 0.25826 / 0.25823 Ha
**Electronic energy**: -401.68222 Eh
**Maximum force**: 1.50 eV/Å
**Relative energy (zero: lowest compared OMol25 entry of this formula, charge and spin)**: 128.7 kcal per mole

---

[2]
Computed, not measured: 2 unconnected molecules or ions with the total composition C6H15N3O2P at a distorted geometry, with ωB97M-V/def2-TZVPD.

XYZ file:
```
27
Properties=species:S:1:pos:R:3:forces:R:3
C 1.18045 -1.27161 0.67728 -1.13 1.87 -2.08
C -0.32625 0.51009 1.12064 1.44 2.44 1.20
C -4.26489 0.24708 -0.49096 -2.80 0.31 1.65
C -1.26595 1.13557 1.85457 1.02 -1.35 -0.58
C 3.30631 -0.62700 -0.11243 -0.17 0.67 -0.54
C 0.70426 1.45539 -1.37697 -3.96 -1.84 -0.01
N 2.00556 -0.29995 0.33498 -1.83 0.75 2.07
N -0.03222 -0.81474 0.97945 -2.76 -0.81 0.75
N 1.29147 -2.56557 0.44774 -0.98 -1.24 0.28
O 1.89972 2.29426 1.13932 0.72 1.73 0.58
O 0.79287 0.11401 -1.93857 0.62 0.58 0.03
P 1.14564 1.32006 0.40937 -0.04 -2.57 -1.01
H -3.30828 0.24103 -0.04988 1.35 -0.42 0.24
H -4.52836 -0.61203 -1.09493 0.45 -0.07 -0.28
H -5.01481 0.18116 0.41720 1.31 0.53 -1.82
H -4.36796 1.19149 -1.04088 -0.29 -0.37 0.19
H -0.98317 2.12275 2.12715 -0.55 1.04 -0.18
H -2.12729 0.66061 2.32167 0.28 0.02 -0.10
H 3.78777 -1.20349 0.62555 0.88 -0.79 0.71
H 3.14012 -1.14560 -1.02494 0.67 -0.60 -1.07
H 3.84308 0.27959 -0.27498 0.59 0.51 -0.22
H -0.52349 1.58210 -1.40069 3.16 0.82 0.22
H 1.25285 2.12513 -1.99246 0.30 1.03 -0.08
H -0.87162 -1.32852 1.11724 -0.02 -1.61 0.13
H 1.90756 -2.84749 -0.28319 0.66 -0.29 -0.22
H 0.35473 -3.00056 0.37709 1.18 -0.05 0.19
H 1.00189 0.25624 -2.86835 -0.09 -0.30 -0.07
```
Positions in Å, forces in eV/Å.

Calculated values
**Orbital gap**: 0.35575 Ha
**Electronic energy**: -893.45410 Eh
**Maximum force**: 4.37 eV/Å
**Net charge**: +1
**Relative energy (zero: lowest compared OMol25 entry of this formula, charge and spin)**: 57.0 kcal per mole

---

[3]
Computed, not measured: a molecular structure, C6H15N5S at a distorted geometry, with ωB97M-V/def2-TZVPD.

XYZ file:
```
27
Properties=species:S:1:pos:R:3:forces:R:3
C 1.71058 0.77162 -0.70973 -0.69 0.38 -0.84
C -0.10714 -0.67059 -2.03858 1.64 1.25 4.12
C -1.04696 -0.30978 0.17017 1.65 0.18 -0.41
C 0.93503 1.10979 0.29759 -0.60 -0.04 -0.35
C 2.97052 0.99981 -1.36544 -1.68 1.47 -1.61
C -2.71007 -2.37949 -0.38999 -2.48 -0.04 3.78
N -1.03659 -0.47904 -1.18443 1.05 0.46 -1.73
N -0.23152 0.61928 0.83313 -2.72 -2.92 -3.41
N 0.55535 0.81158 3.99595 1.80 -0.55 1.44
N -0.35646 -0.50231 -3.46781 0.21 -0.87 -1.68
N -0.74449 1.30029 1.89819 0.12 -0.13 1.77
S -2.17765 -1.30895 0.98155 -0.22 0.53 0.48
H 1.08569 2.05786 0.80988 0.95 0.35 -0.01
H 3.09319 1.58205 -2.31027 -1.07 -0.11 0.73
H 3.48175 0.15386 -1.59600 1.00 -3.52 -0.88
H 3.71955 1.30487 -0.72535 1.30 1.45 2.24
H -1.87630 -2.93299 -0.61071 1.34 -2.08 -0.63
H -3.05810 -1.83641 -1.16687 -0.73 2.05 -2.59
H -3.68435 -2.83530 0.00238 1.86 -0.20 -0.28
H 1.23179 1.47520 4.35197 -0.23 1.12 -0.18
H 0.03723 0.56761 4.81578 -1.03 0.03 0.59
H 0.11198 0.44254 -3.75126 -1.42 -1.91 0.12
H -1.36578 -0.66658 -3.70387 0.45 1.17 0.00
H 0.10468 -1.31659 -4.02079 -0.27 1.78 1.14
H 1.19250 0.03987 3.96435 0.34 -1.21 -0.56
H -0.10794 0.96932 2.87686 -0.98 1.09 -0.87
H -1.72648 1.03248 2.04330 0.40 0.26 -0.35
```
Positions in Å, forces in eV/Å.

Calculated values
**Orbital gap (alpha / beta)**: 0.21990 / 0.21985 Ha
**Electronic energy**: -908.70268 Eh
**Maximum force**: 5.25 eV/Å
**Net charge**: +2
**Relative energy (zero: lowest compared OMol25 entry of this formula, charge and spin)**: 163.9 kcal per mole

---

[4]
Computed, not measured: 2 unconnected molecules or ions with the total composition C6H15NO at a distorted geometry, with ωB97M-V/def2-TZVPD.

XYZ file:
```
23
Properties=species:S:1:pos:R:3:forces:R:3
C 1.38837 -2.80360 -0.48375 -1.73 -4.01 1.77
C 0.75384 -1.51572 0.00094 -0.72 0.94 -1.90
C 0.70641 -0.44864 -0.85950 -0.30 -1.81 3.00
C -0.18429 0.73551 -0.68865 1.05 2.63 -2.48
C -0.32994 1.75135 0.48210 -3.24 0.23 -1.37
C 0.34523 1.41945 1.75655 -0.63 3.22 0.95
N 1.74624 1.72627 1.49598 0.02 -0.04 2.25
H 2.27795 -2.90403 -1.06964 0.66 1.09 -0.32
H 1.55801 -3.54520 0.37495 0.25 1.37 -0.56
H 0.69170 -3.57638 -1.02402 0.42 1.98 0.44
H 0.08138 -1.53573 0.90675 1.10 -0.08 -0.92
H 1.21095 -0.61267 -1.78041 0.48 0.33 -0.72
H -1.17797 0.42936 -0.87000 -1.06 -0.82 -0.36
H -0.00743 1.44027 -1.59743 -0.13 -1.33 1.19
H -1.45275 1.83289 0.46706 0.57 -0.30 1.14
H -0.19009 2.77370 0.10663 1.09 -0.19 0.33
H -0.03305 2.06384 2.65078 0.55 -0.81 -1.56
H 0.04676 0.43388 2.04434 0.88 -0.94 0.19
H 1.90795 2.57686 0.97897 -0.39 -0.07 -0.03
H 2.14903 0.96790 1.04290 1.13 -1.38 -1.06
O -3.50083 -0.76684 -1.49792 0.78 0.10 2.55
H -4.34576 -0.26249 -1.39302 1.28 -0.66 0.39
H -3.01140 -0.86139 -0.57243 -2.06 0.54 -2.92
```
Positions in Å, forces in eV/Å.

Calculated values
**Structure (SMILES)**: C/C=C/CCCN.O
**Orbital gap**: 0.34149 Ha
**Electronic energy**: -367.49509 Eh
**Maximum force**: 4.71 eV/Å
**Relative energy (zero: lowest compared OMol25 entry of this formula, charge and spin)**: 85.5 kcal per mole

---

[5]
Computed, not measured: a molecular structure, C6H15NO at a distorted geometry, with ωB97M-V/def2-TZVPD.

XYZ file:
```
23
Properties=species:S:1:pos:R:3:forces:R:3
C -0.24401 0.63887 2.81046 4.83 -3.69 1.84
O -1.39650 1.15172 3.43342 0.72 2.21 -4.17
C -0.62982 -0.36675 1.62523 1.87 -1.96 2.56
C -1.18430 0.04432 0.26699 -1.65 -0.11 -1.04
C -0.16584 0.76834 -0.55114 1.33 2.70 -1.91
C 1.14778 0.12953 -1.18068 -0.03 0.44 4.04
C 0.95459 -1.22122 -1.84619 -1.24 1.92 -0.51
N 0.57849 -1.15546 -3.27179 -3.81 -0.50 1.02
H 0.55623 1.39185 2.47574 -1.03 -0.20 0.04
H 0.42598 0.13479 3.66592 -1.29 0.17 -1.99
H -1.05339 1.47231 2.35063 -4.39 1.90 2.75
H 0.35506 -1.04507 1.70075 -2.14 1.16 -1.25
H -1.41773 -0.96324 2.09936 0.25 -0.13 0.04
H -2.18689 0.67957 0.31838 2.15 -1.00 0.35
H -1.56114 -0.85537 -0.28945 0.42 0.42 0.73
H -0.46846 1.33926 -1.44182 -1.47 -0.44 0.22
H 0.08438 1.65356 0.07656 0.66 -0.50 -0.20
H 1.62631 0.85453 -1.82637 -0.09 0.18 -0.28
H 1.81040 0.12453 -0.22818 -0.36 -0.80 -1.70
H 0.21217 -1.74350 -1.26626 -0.31 -0.57 -0.11
H 1.85220 -1.72124 -1.76998 1.93 -1.44 0.03
H 1.14396 -0.53146 -3.76626 1.15 1.13 -0.78
H -0.43946 -0.77985 -3.38533 2.48 -0.90 0.34
```
Positions in Å, forces in eV/Å.

Calculated values
**Orbital gap**: 0.37394 Ha
**Electronic energy**: -367.41600 Eh
**Maximum force**: 6.35 eV/Å
**Relative energy (zero: lowest compared OMol25 entry of this formula, charge and spin)**: 135.1 kcal per mole

---

[6]
Computed, not measured: 2 unconnected molecules or ions with the total composition C6H15NO at a distorted geometry, with ωB97M-V/def2-TZVPD.

XYZ file:
```
23
Properties=species:S:1:pos:R:3:forces:R:3
C -2.07835 -0.70430 1.47577 1.06 1.12 -4.05
C -1.99238 0.88607 1.58132 1.35 -2.47 1.74
C -0.56912 1.37594 1.45640 1.79 1.74 0.08
N 0.34129 0.99468 2.45201 -0.31 0.96 -2.56
O -0.17567 2.14317 0.56769 -1.07 -1.13 0.89
H -1.27035 -1.41148 1.66614 0.47 0.87 1.31
H -1.97412 -0.83836 0.34254 -0.80 0.00 1.07
H -2.98578 -1.15774 1.75780 -1.19 -0.15 0.50
H -2.64211 1.44245 0.99176 -0.74 0.31 -2.37
H -2.45490 1.20174 2.48296 0.36 0.11 1.82
H 1.34446 1.24825 2.27021 -1.77 -0.54 0.82
H -0.07458 0.54250 3.22402 0.54 -0.61 0.98
C 1.17489 -0.97863 -3.00844 -1.26 2.01 -2.24
C 0.86186 -0.79351 -1.57523 -2.70 2.85 0.10
C 1.78176 0.17816 -0.84807 -0.12 -1.09 2.78
H 0.65825 -1.82575 -3.42981 -1.07 0.11 -0.40
H 1.11491 -0.00126 -3.73203 0.00 -2.41 1.95
H 2.10908 -1.37158 -3.05493 3.51 -0.58 -0.44
H -0.19906 -0.35434 -1.58121 1.17 -0.71 0.53
H 0.84496 -1.71665 -1.07831 -0.23 -1.41 0.66
H 2.58442 -0.41088 -0.30771 -0.87 0.51 -0.24
H 2.34408 0.67768 -1.56264 0.81 1.68 -1.25
H 1.25646 0.87384 -0.09024 1.09 -1.15 -1.68
```
Positions in Å, forces in eV/Å.

Calculated values
**Structure (SMILES)**: CCC(N)=O.CCC
**Orbital gap**: 0.39289 Ha
**Electronic energy**: -367.54773 Eh
**Maximum force**: 4.34 eV/Å
**Relative energy (zero: lowest compared OMol25 entry of this formula, charge and spin)**: 52.4 kcal per mole

---

The lowest relative energy (zero: lowest compared OMol25 entry of this formula, charge and spin) belongs to which entry?
number 6